{
  "formula": "C5H4N2O2",
  "method": "wB97M-V/def2-TZVPD",
  "species": ["C", "C", "C", "C", "C", "N", "N", "O", "O", "H", "H", "H", "H"],
  "xyz": [[2.22802, -1.31063, -0.37852], [2.37742, 0.99944, 0.39738], [-0.97016, 0.13515, -0.20336], [-2.45735, 0.06313, 0.47434], [1.81655, -0.01592, -0.41380], [2.33286, -2.47895, -0.26643], [2.84234, 1.89811, 0.94061], [-1.00889, 0.30600, -1.41304], [-0.05817, -0.06450, 0.55398], [-3.07980, 0.61235, -0.21061], [-2.53229, 0.43335, 1.52394], [-2.70901, -0.89454, 0.30462], [1.21849, 0.31701, -1.30911]],
  "forces_ev_per_angstrom": [[-0.010, -3.289, 0.609], [-0.130, -0.632, -0.842], [0.126, -0.221, 0.598], [0.279, 3.526, -0.055], [0.937, 2.010, -1.775], [0.181, 1.872, -0.350], [0.168, 0.437, 0.509], [-0.991, 0.367, -1.149], [-0.808, -0.217, 2.397], [-0.316, 0.572, 0.089], [0.661, -0.437, -1.022], [-0.677, -3.639, 0.004], [0.580, -0.348, 0.986]],
  "spin_multiplicity": 3,
  "total_charge": 0,
  "molar_mass_g_mol": 124.1,
  "energy_ha": -452.73369,
  "gap_ev": [9.3, 6.7],
  "de_lowest_kj_mol": 0.00,
  "lumo_energy_ev": [0.43, -4.72]
}